Entry 1:
{"formula": "C7H9LiN3O3", "method": "wB97M-V/def2-TZVPD", "charge": -1, "orbital_gap_ev": 5.81, "fmax_ev_per_a": 4.753, "homo_energy_ev": -3.119, "elements": ["Li", "C", "O", "O", "O", "C", "C", "N", "H", "H", "H", "C", "C", "N", "H", "H", "H", "C", "C", "N", "H", "H", "H"], "positions_angstrom": [[-8.93527, -9.04469, 9.33721], [-7.85228, -7.35503, 10.22994], [-7.61044, -7.61869, 9.00208], [-7.27366, -6.30349, 10.67750], [-8.67097, -8.11260, 10.77112], [-9.52589, -4.29708, 10.65002], [-10.51499, -4.57521, 9.61757], [-11.21187, -4.78859, 8.72562], [-9.55412, -4.91364, 11.53432], [-9.80840, -3.27296, 10.89267], [-8.50570, -4.43532, 10.24407], [-6.79389, -5.72003, 6.66837], [-6.68216, -6.32311, 5.33798], [-6.52992, -6.81911, 4.31909], [-6.47922, -4.67507, 6.61505], [-6.34678, -6.33972, 7.49523], [-7.86360, -5.69973, 6.86695], [-9.59668, -7.53566, 5.18264], [-9.78674, -8.22469, 6.46967], [-9.95205, -8.72953, 7.50604], [-9.09065, -8.25202, 4.51054], [-8.96384, -6.64003, 5.27551], [-10.59249, -7.21802, 4.76549]], "forces_ev_per_a": [[0.307, 0.548, -0.745], [2.643, 3.573, -1.687], [0.377, -1.520, -2.865], [-0.798, -0.464, 1.411], [-2.353, -1.614, 3.627], [-0.036, 0.659, -0.546], [0.179, -1.117, -0.458], [-0.043, 0.249, 0.280], [-0.344, -0.425, 0.021], [0.722, 0.290, 0.446], [-0.413, 0.146, 0.189], [-0.409, -0.343, 0.074], [0.915, 0.279, 1.127], [-0.082, -0.282, -0.833], [0.301, -0.239, 0.184], [-0.417, 0.578, -0.728], [-0.093, 0.010, 0.486], [-0.603, -0.142, -0.282], [-0.441, -0.358, 1.857], [0.335, 0.682, -2.214], [-0.286, 0.529, 0.122], [-0.419, -0.569, 0.117], [0.958, -0.468, 0.417]], "lowdin_charge": [0.66, -1.05, -0.23, -0.15, -0.19, -0.08, -0.30, 0.09, 0.08, 0.07, 0.08, -0.06, -0.32, 0.11, 0.08, 0.10, 0.06, -0.07, -0.23, 0.11, 0.08, 0.04, 0.10]}

=====

Entry 2:
{"formula": "C5H8O2", "method": "wB97M-V/def2-TZVPD", "relative_energy_kj_mol": 368.5, "orbital_gap_ev": 8.83, "fmax_ev_per_a": 2.939, "homo_energy_ev": -8.516, "elements": ["C", "C", "C", "O", "C", "C", "O", "H", "H", "H", "H", "H", "H", "H", "H"], "positions_angstrom": [[1.55673, -0.41876, 0.09099], [0.27193, 0.25050, 0.55546], [-0.19405, 1.42208, -0.29275], [-0.88014, 0.83414, -1.42470], [-1.72645, 0.05829, -0.83285], [-1.01925, -0.57016, 0.36650], [-0.88552, -1.92965, 0.11021], [2.41779, 0.24198, 0.23949], [1.50539, -0.67544, -0.97096], [1.73078, -1.34140, 0.65026], [0.36220, 0.56369, 1.59834], [0.47441, 2.16502, -0.69724], [-1.02391, 1.93915, 0.24487], [-1.69367, -0.50946, 1.21074], [-0.89624, -2.02997, -0.84833]], "forces_ev_per_a": [[0.027, -0.017, -0.090], [0.047, 0.232, 0.005], [0.232, 1.229, 0.802], [-0.506, 0.341, 0.473], [-1.044, -2.169, -1.686], [-0.349, 0.648, 0.642], [0.242, -0.476, -0.434], [-0.156, -0.077, -0.024], [0.032, -0.004, 0.081], [-0.036, 0.108, -0.092], [0.033, 0.003, -0.102], [0.557, 0.061, 0.153], [0.932, 0.120, -0.105], [-0.006, 0.361, 0.491], [-0.006, -0.360, -0.115]], "lowdin_charge": [-0.05, -0.28, -0.14, -0.04, 0.02, -0.40, 0.00, 0.08, 0.09, 0.08, 0.14, 0.13, 0.13, 0.15, 0.09]}

=====

Entry 3:
{"formula": "C4H14N2O", "method": "wB97M-V/def2-TZVPD", "smiles": "CCNCCN.O", "relative_energy_kj_mol": 155.7, "orbital_gap_ev": 9.02, "fmax_ev_per_a": 2.678, "homo_energy_ev": -8.103, "elements": ["N", "C", "C", "N", "C", "C", "H", "H", "H", "H", "H", "H", "H", "H", "H", "H", "H", "H", "H", "H", "O"], "positions_angstrom": [[-1.40935, 0.13891, 1.98434], [-0.38593, -0.87306, 1.71619], [-0.30689, -1.12944, 0.24254], [0.48842, -0.09011, -0.39258], [1.17411, 0.01045, -1.68925], [2.67300, 0.22087, -1.54707], [-1.18610, 0.92827, 2.56261], [-2.32097, -0.25854, 2.11991], [-0.66310, -1.81228, 2.22189], [0.56619, -0.50773, 2.10741], [0.24236, -2.06958, 0.14507], [-1.29406, -1.31571, -0.22334], [-0.02781, 0.77330, -0.27034], [1.02552, -0.96794, -2.18548], [0.62879, 0.69439, -2.35019], [3.10782, -0.66915, -1.10397], [2.83527, 1.03819, -0.81944], [3.15222, 0.54229, -2.48090], [-3.30395, 2.20919, -0.43078], [-2.52211, 1.39256, 0.64397], [-2.47345, 1.74512, -0.25058]], "forces_ev_per_a": [[-0.129, 0.200, -0.453], [-1.000, 0.347, 0.625], [1.465, -1.081, -1.538], [-0.185, 1.980, 0.586], [-1.143, -2.412, -0.223], [-0.326, 1.304, 0.570], [0.016, -0.278, 0.371], [-0.096, 0.133, 0.443], [0.237, 0.189, 0.001], [-0.013, -0.243, -0.205], [0.063, -0.164, -0.225], [0.073, 0.274, 0.328], [0.073, 0.029, 0.178], [0.129, 0.216, -0.064], [0.450, 0.336, 0.222], [0.269, -0.107, -0.224], [0.005, -0.276, -0.280], [-0.052, -0.458, 0.127], [0.311, -0.193, 0.151], [0.217, -0.194, 0.083], [-0.363, 0.397, -0.472]], "lowdin_charge": [-0.02, -0.27, -0.26, -0.08, -0.29, -0.11, 0.07, 0.07, 0.11, 0.12, 0.11, 0.12, 0.08, 0.11, 0.11, 0.06, 0.07, 0.07, 0.04, -0.02, -0.08]}

=====

Entry 4:
{"formula": "C6H11N2", "method": "wB97M-V/def2-TZVPD", "multiplicity": 2, "relative_energy_kj_mol": 92.6, "orbital_gap_ev": [8.00, 9.12], "fmax_ev_per_a": 4.217, "homo_energy_ev": [-7.029, -8.570], "elements": ["C", "C", "C", "C", "N", "C", "C", "N", "H", "H", "H", "H", "H", "H", "H", "H", "H", "H", "H"], "positions_angstrom": [[0.12648, -1.71466, -1.54145], [-0.86734, -0.88860, -0.93184], [-0.68113, -0.28369, 0.44388], [0.10403, -0.77221, 1.39923], [0.20031, 0.26584, 2.43832], [-0.66200, 1.29342, 2.02798], [-1.16664, 0.98178, 0.82082], [1.32371, 1.44614, -1.36399], [-0.06492, -2.77879, -1.17194], [0.15311, -1.79694, -2.63903], [-1.69744, -0.54658, -1.50362], [1.80171, 0.66198, -1.82521], [0.62273, -1.72239, 1.33716], [0.60240, 0.32943, 3.48405], [-0.77870, 2.16495, 2.62955], [-1.74175, 1.70226, 0.19000], [1.11377, -1.43173, -1.16919], [0.78205, 0.99467, -0.60285], [0.82963, 2.09511, -2.02185]], "forces_ev_per_a": [[0.914, -2.566, 0.137], [-0.761, 2.033, 2.326], [-1.261, -0.957, -3.909], [1.685, 0.812, 3.071], [-0.126, -0.353, 1.367], [1.321, -1.182, 0.594], [-1.434, 1.931, -0.856], [0.203, -0.325, -0.001], [0.549, 0.775, -0.470], [-0.252, 0.359, 0.397], [-0.550, 0.286, -0.229], [-0.397, 0.915, -0.210], [0.174, 0.384, 0.696], [-1.142, -0.967, -3.700], [-0.029, 0.371, 0.232], [0.435, -0.995, 0.662], [0.174, -0.229, -0.147], [0.082, 1.154, -1.089], [0.415, -1.446, 1.130]], "lowdin_charge": [-0.16, -0.10, -0.34, -0.06, 0.01, -0.15, -0.11, 0.01, 0.10, 0.08, 0.08, 0.00, 0.11, 0.20, 0.10, 0.13, 0.06, -0.02, 0.03]}

=====

Entry 5:
{"formula": "C30H38B3F6HgN2O26P", "method": "wB97M-V/def2-TZVPD", "relative_energy_kj_mol": 0.0, "charge": -2, "orbital_gap_ev": 7.93, "fmax_ev_per_a": 1.939, "homo_energy_ev": -5.481, "elements": ["Hg", "O", "C", "O", "B", "O", "C", "O", "O", "C", "O", "C", "O", "O", "O", "C", "O", "B", "O", "C", "O", "O", "C", "O", "C", "O", "O", "O", "C", "O", "B", "O", "C", "O", "O", "C", "O", "C", "O", "O", "P", "F", "F", "F", "F", "F", "F", "C", "C", "C", "C", "C", "C", "N", "O", "C", "C", "C", "H", "H", "H", "H", "H", "H", "H", "H", "H", "H", "H", "H", "H", "H", "H", "H", "H", "H", "H", "C", "C", "C", "C", "C", "C", "N", "O", "C", "C", "C", "H", "H", "H", "H", "H", "H", "H", "H", "H", "H", "H", "H", "H", "H", "H", "H", "H", "H", "H"], "positions_angstrom": [[-2.48862, -18.57440, 14.03084], [-10.84645, -18.34072, 14.45897], [-9.90085, -18.75705, 15.05870], [-8.81842, -19.34903, 14.57396], [-7.90145, -19.63144, 15.69454], [-8.60194, -19.27102, 16.91791], [-9.75701, -18.68751, 16.59108], [-10.54433, -18.20207, 17.34690], [-6.59683, -18.91057, 15.57388], [-5.66597, -19.73984, 15.22503], [-4.51231, -19.50532, 14.94391], [-6.25055, -21.18081, 15.29346], [-7.51357, -21.06820, 15.61328], [-5.61586, -22.19731, 15.20645], [-0.82342, -16.65408, 14.49787], [0.23148, -16.12675, 14.73818], [1.22574, -16.66404, 15.40210], [2.43361, -15.77995, 15.39476], [1.96434, -14.59201, 14.67791], [0.69116, -14.70204, 14.31784], [0.06260, -13.86456, 13.74805], [2.88926, -15.47635, 16.76630], [4.07478, -16.04144, 16.95231], [4.74200, -16.04680, 17.94392], [4.45863, -16.78817, 15.64415], [3.54100, -16.47282, 14.73702], [5.38700, -17.52852, 15.52860], [-3.46272, -16.62001, 14.80300], [-4.33810, -15.91259, 14.31946], [-5.45278, -16.31694, 13.80391], [-6.13676, -15.12333, 13.20205], [-5.39331, -13.95802, 13.73863], [-4.28031, -14.38921, 14.30034], [-3.39826, -13.71437, 14.74762], [-7.55445, -15.14631, 13.52706], [-8.26199, -15.27329, 12.40540], [-9.45509, -15.26042, 12.32894], [-7.27316, -15.23965, 11.21226], [-6.05688, -15.12959, 11.72693], [-7.53772, -15.22649, 10.04599], [-4.25314, -18.84691, 11.15455], [-3.53766, -19.79660, 12.33106], [-4.84685, -20.15785, 10.47314], [-5.52983, -18.69016, 12.09458], [-4.87530, -17.89154, 10.04097], [-3.54733, -17.56437, 11.95077], [-2.88136, -18.98454, 10.30751], [-2.37139, -18.40284, 17.55912], [-1.84201, -19.81812, 17.37165], [-2.91817, -20.79686, 17.88722], [-2.66681, -22.26410, 17.51733], [-2.27510, -22.38235, 16.03961], [-1.11291, -21.48199, 15.58994], [-1.49938, -20.13229, 15.98009], [-0.54879, -19.17615, 15.50453], [0.20393, -22.04934, 16.13785], [-1.05417, -21.56596, 14.05441], [-0.62262, -20.00836, 18.32981], [-2.52270, -18.22602, 18.62324], [-3.28696, -18.22040, 17.00350], [-1.61249, -17.67768, 17.25049], [-2.94139, -20.67971, 18.97217], [-3.91568, -20.52801, 17.54401], [-3.57397, -22.86397, 17.60526], [-1.92554, -22.74899, 18.16060], [-3.15777, -22.11184, 15.45857], [-2.03396, -23.42312, 15.81082], [0.12218, -22.59110, 17.08278], [0.72468, -22.71418, 15.45042], [0.94496, -21.26787, 16.35848], [-0.75210, -22.57983, 13.79776], [-2.03386, -21.37167, 13.61008], [-0.32414, -20.85948, 13.66177], [-0.88102, -19.62015, 19.31364], [0.15519, -19.28889, 18.03018], [-0.23361, -21.01471, 18.31696], [0.25518, -19.23754, 16.04719], [-0.17183, -18.86882, 9.55332], [0.25191, -20.06947, 10.40903], [1.51212, -20.69184, 9.76952], [2.88723, -20.12754, 10.12010], [3.01672, -19.92445, 11.62504], [1.83793, -19.19650, 12.29143], [0.52778, -19.66561, 11.81975], [-0.53641, -18.88185, 12.33122], [2.01194, -19.44569, 13.78591], [2.01232, -17.69601, 11.97964], [-0.80263, -21.17980, 10.52985], [0.70878, -18.46010, 9.04432], [-0.71022, -18.08357, 10.06920], [-0.77260, -19.20550, 8.70327], [1.48877, -21.78146, 9.79330], [1.39656, -20.46649, 8.70106], [3.14600, -19.23522, 9.55330], [3.56923, -20.95099, 9.89259], [3.92055, -19.36006, 11.84894], [3.08097, -20.92309, 12.06916], [1.83385, -20.49973, 14.02662], [3.08155, -19.37719, 14.02050], [1.50389, -18.75406, 14.44629], [1.21601, -17.03624, 12.34255], [2.93814, -17.20535, 12.27993], [2.00857, -17.52137, 10.89389], [-0.33599, -22.04404, 10.99742], [-1.29044, -21.35405, 9.56918], [-1.60625, -20.86408, 11.19798], [-0.28772, -17.97807, 12.08399]], "forces_ev_per_a": [[-0.266, 0.387, 0.377], [0.136, -0.230, -0.136], [-0.326, 0.299, -0.076], [0.165, 0.297, 0.316], [-0.177, -0.501, -0.456], [0.146, 0.015, -0.078], [-0.057, 0.054, 0.161], [0.091, -0.118, 0.090], [0.092, 0.274, -0.177], [-0.091, -0.495, -0.219], [0.109, 0.071, 0.222], [0.309, -0.053, 0.529], [-0.229, 0.127, 0.148], [0.014, 0.136, -0.221], [0.062, 0.249, -0.462], [0.071, 0.150, 0.124], [0.024, -0.419, 0.332], [-0.628, 0.409, -0.048], [0.402, -0.062, 0.211], [0.066, 0.248, -0.325], [-0.154, -0.313, 0.036], [0.164, -0.128, -0.201], [0.083, -0.400, -0.051], [-0.139, 0.243, 0.141], [-0.276, 0.300, 0.398], [0.257, -0.224, -0.085], [0.115, -0.042, -0.365], [0.146, -0.049, -0.097], [-0.346, -0.946, 0.048], [0.672, 0.329, -0.046], [-0.410, 0.150, -0.496], [-0.143, -0.454, -0.089], [0.160, 0.937, 0.293], [-0.058, -0.231, 0.010], [0.204, -0.095, 0.016], [-0.526, 0.607, -0.114], [0.193, -0.228, -0.005], [0.279, 0.032, -0.115], [0.138, -0.174, 0.421], [-0.221, -0.077, 0.163], [-0.238, 0.621, -0.741], [0.192, -0.539, 0.263], [0.097, -0.133, 0.077], [0.050, -0.112, 0.005], [0.197, -0.047, 0.355], [0.078, 0.077, -0.027], [-0.289, -0.063, 0.005], [0.757, 0.222, -0.391], [-0.033, -1.038, 1.637], [-0.152, -0.549, -0.109], [0.234, -0.064, -0.495], [-0.265, 0.139, 0.236], [-0.620, -1.511, -0.349], [-0.221, 1.187, -0.566], [0.167, -0.438, 0.408], [1.074, 0.667, 0.728], [0.078, 0.364, 0.505], [0.044, 1.485, -0.873], [-0.281, -0.104, -0.002], [-0.122, -0.007, -0.028], [-0.156, 0.035, -0.135], [-0.041, 0.008, 0.029], [0.021, 0.206, -0.311], [-0.117, 0.179, 0.307], [0.103, 0.203, 0.044], [-0.032, -0.027, -0.119], [0.068, 0.038, -0.118], [-0.346, -0.041, -0.088], [-0.339, -0.031, -0.255], [-0.111, 0.030, -0.185], [-0.043, -0.005, -0.203], [-0.030, 0.009, 0.028], [-0.033, -0.202, -0.124], [-0.189, -0.538, 0.168], [0.222, -0.371, -0.068], [0.010, -0.062, 0.387], [0.023, 0.088, -0.080], [0.409, -0.215, -0.973], [0.231, 0.179, 0.762], [-0.237, 0.556, -1.252], [-0.277, -0.773, 0.860], [-0.698, -0.386, -0.461], [0.415, 1.349, 0.064], [0.506, -1.414, 0.167], [0.544, 0.252, -0.024], [0.901, -0.522, 0.257], [-0.087, 0.858, -1.038], [-0.518, 0.889, 0.192], [0.084, 0.298, 0.413], [-0.114, -0.065, -0.002], [-0.306, -0.023, 0.306], [0.108, -0.008, 0.572], [-0.157, -0.299, -0.011], [-0.053, 0.013, -0.052], [0.374, 0.448, -0.434], [0.034, -0.117, 0.240], [0.133, 0.063, 0.141], [-0.607, 0.173, -0.041], [-0.028, 0.493, -0.096], [-0.238, -0.097, -0.184], [0.023, -0.185, 0.293], [0.085, -0.489, 0.572], [-0.159, -0.297, 0.022], [-0.042, -0.250, -0.330], [0.258, -0.433, -0.025], [0.081, 0.088, -0.113], [-0.467, 0.166, 0.086]], "lowdin_charge": [1.37, 0.16, -0.39, 0.24, -0.85, 0.24, -0.38, 0.15, 0.27, -0.37, 0.04, -0.38, 0.24, 0.13, 0.08, -0.37, 0.20, -0.88, 0.23, -0.37, 0.18, 0.24, -0.39, 0.15, -0.39, 0.21, 0.15, 0.02, -0.36, 0.25, -0.85, 0.24, -0.39, 0.16, 0.24, -0.37, 0.15, -0.39, 0.23, 0.15, 0.19, -0.24, -0.12, -0.10, -0.11, -0.20, -0.15, -0.02, -0.49, -0.12, -0.16, -0.13, -0.50, -0.08, -0.10, -0.03, -0.03, -0.01, 0.09, 0.07, 0.09, 0.12, 0.11, 0.11, 0.10, 0.10, 0.13, 0.07, 0.08, 0.08, 0.09, 0.08, 0.05, 0.09, 0.09, 0.06, 0.08, -0.03, -0.47, -0.14, -0.17, -0.14, -0.47, -0.08, -0.08, -0.02, 0.00, -0.03, 0.08, 0.07, 0.09, 0.11, 0.11, 0.11, 0.11, 0.12, 0.12, 0.08, 0.09, 0.06, 0.08, 0.09, 0.09, 0.08, 0.09, 0.05, 0.07]}